Record 1
Density functional theory data (wB97M-V/def2-TZVPD) for an isolated ion of composition C3H10N5 and charge +1 at a distorted geometry.

Strongest force on any atom ... 4.03 eV/Å
Energy ... -10711.676 eV
Spin multiplicity ... 3
Relative energy (zero: lowest compared OMol25 entry of this formula, charge and spin) ... 0.2903 eV
Gap between HOMO and LUMO (spin up / spin down) ... 0.2238 / 0.2206 Eh
<S²> ... 2.01
Total charge ... +1

Last column: Löwdin charge in e.
Cartesian coordinates (Å):
C  1.2315  0.5288  -0.0114  -0.46
C  -1.1891  0.2634  0.1344  -0.42
C  -1.4773  -0.2638  -1.3091  0.03
N  -0.0130  0.7004  0.3870  0.25
N  1.8974  -0.6304  0.1509  0.09
N  1.9138  1.6028  -0.3420  0.19
N  -2.1510  0.3608  1.0054  0.19
N  1.2571  -1.7826  0.6914  0.10
H  -0.5975  -0.5391  -1.8372  0.07
H  -2.0065  0.5881  -1.8605  0.12
H  -2.2268  -1.0729  -1.2979  0.09
H  2.8649  -0.6531  -0.0699  0.15
H  1.3222  2.3157  -0.4879  0.07
H  2.7539  1.8199  0.1043  0.10
H  -2.9893  -0.0536  0.7188  0.10
H  -2.0873  0.4267  2.0358  0.16
H  0.2730  -1.9082  0.3309  0.11
H  1.2242  -1.7030  1.6569  0.07

Record 2
Density functional theory data (wB97M-V/def2-TZVPD) for a 2-piece molecular cluster, C3H10NO overall at a distorted geometry.

Strongest force on any atom ... 2.16 eV/Å
Energy ... -6809.194 eV
Relative energy (zero: lowest compared OMol25 entry of this formula, charge and spin) ... 1.5809 eV
Gap between HOMO and LUMO ... 0.2658 Eh
Total charge ... -1

Last column: Löwdin charge in e.
Cartesian coordinates (Å):
C  -2.3719  0.1620  0.0474  -0.48
O  -1.5605  0.6318  -0.9129  -0.37
H  -3.0534  -0.6845  -0.2382  0.03
H  -1.9481  -0.3614  0.9909  0.05
H  -3.1274  0.8322  0.5451  0.03
C  1.3707  -0.6119  1.1131  -0.19
N  0.6848  -0.4241  -0.1475  -0.22
C  1.3274  0.3676  -1.1465  -0.23
H  1.8891  -1.5839  1.1153  0.05
H  2.0158  0.2710  1.2263  0.05
H  0.7046  -0.6031  1.9917  0.06
H  -0.3597  -0.0431  -0.1682  0.04
H  0.6935  0.5365  -2.0104  0.05
H  2.3157  0.0556  -1.5240  0.06
H  1.4195  1.4554  -0.8821  0.07

Record 3
Density functional theory data (wB97M-V/def2-TZVPD) for a 2-piece molecular cluster, C3H10NO overall.

Strongest force on any atom ... 0.96 eV/Å
Energy ... -6809.683 eV
Relative energy (zero: lowest compared OMol25 entry of this formula, charge and spin) ... 1.0919 eV
Gap between HOMO and LUMO ... 0.2414 Eh
Total charge ... -1

Last column: Löwdin charge in e.
Cartesian coordinates (Å):
C  1.3373  -1.7037  -1.9432  -0.50
O  1.0066  -1.1826  -0.7414  -0.43
H  1.8813  -0.9913  -2.6137  0.02
H  2.0681  -2.5658  -1.8811  0.02
H  0.4963  -2.1455  -2.5289  0.02
C  -0.2353  0.8042  2.0774  -0.20
N  -0.1346  1.2910  0.7253  -0.18
C  -1.3347  0.9907  -0.0694  -0.16
H  -0.7268  1.5283  2.7393  0.05
H  -0.7770  -0.1527  2.1963  0.07
H  0.7374  0.6285  2.5341  0.06
H  0.5826  0.7098  0.2861  0.05
H  -2.2207  1.0618  0.5735  0.06
H  -1.2669  -0.0099  -0.4977  0.06
H  -1.4135  1.7372  -0.8568  0.05

Record 4
Density functional theory data (wB97M-V/def2-TZVPD) for a 2-piece molecular cluster, C3H10NO overall at a distorted geometry.

Strongest force on any atom ... 4.53 eV/Å
Energy ... -6804.470 eV
Spin multiplicity ... 2
Relative energy (zero: lowest compared OMol25 entry of this formula, charge and spin) ... 4.2762 eV
Gap between HOMO and LUMO (spin up / spin down) ... 0.1488 / 0.3603 Eh
<S²> ... 0.75

Last column: Löwdin charge in e.
Cartesian coordinates (Å):
C  0.6284  1.6818  -0.2084  -0.09
N  1.2132  0.5104  0.5826  0.03
H  0.8931  1.4849  -1.2509  0.07
H  -0.4257  1.3811  0.1344  0.07
H  0.8846  2.6104  0.2739  0.06
H  0.5366  -0.2110  0.5118  -0.01
H  1.1345  0.7207  1.5421  0.08
H  2.1955  0.1806  0.3443  0.12
C  -1.2653  -0.4779  -1.1253  -0.07
C  -1.1190  -1.1918  0.0627  -0.27
O  0.1016  -1.7348  0.7807  -0.17
H  -0.3953  -0.2186  -1.6211  -0.01
H  -2.3282  -0.5470  -1.5792  0.08
H  -1.8694  -1.5620  0.7180  0.07
H  -0.1846  -2.6267  0.8345  0.05

Record 5
Density functional theory data (wB97M-V/def2-TZVPD) for a 2-piece molecular cluster, C3H10NO overall at a distorted geometry.

Strongest force on any atom ... 2.66 eV/Å
Energy ... -6802.864 eV
Relative energy (zero: lowest compared OMol25 entry of this formula, charge and spin) ... 1.4463 eV
Gap between HOMO and LUMO ... 0.4281 Eh
Total charge ... +1

Last column: Löwdin charge in e.
Cartesian coordinates (Å):
C  -1.4350  2.1675  -1.0329  -0.06
O  -0.8650  0.8008  -1.0853  -0.16
H  -0.6376  2.8922  -0.8631  0.08
H  -2.0690  2.1530  -0.1533  0.09
H  -1.8995  2.4361  -1.9748  0.09
H  -1.1738  0.5737  -1.9712  0.10
C  0.5805  -1.3520  1.2507  -0.14
C  0.8092  -2.5460  0.7110  0.08
N  1.0712  -0.1394  0.5729  0.19
H  0.1901  -1.3460  2.2531  0.12
H  0.5935  -3.4704  1.2236  0.08
H  1.2869  -2.6079  -0.2631  0.08
H  1.9946  -0.2664  0.1776  0.17
H  1.1397  0.5427  1.3378  0.18
H  0.4143  0.1620  -0.1831  0.10

Record 6
Density functional theory data (wB97M-V/def2-TZVPD) for an isolated ion of composition C3H10NO and charge +1 at a distorted geometry.

Strongest force on any atom ... 5.42 eV/Å
Energy ... -6802.083 eV
Relative energy (zero: lowest compared OMol25 entry of this formula, charge and spin) ... 2.2277 eV
Gap between HOMO and LUMO ... 0.3597 Eh
Total charge ... +1

Last column: Löwdin charge in e.
Cartesian coordinates (Å):
N  -1.7392  -0.2368  0.7266  0.21
C  -0.4599  0.4857  0.9130  -0.15
C  0.6397  -0.3621  0.3115  -0.14
C  1.2650  0.4542  -0.9554  -0.25
O  1.4734  -0.5405  -1.8808  -0.10
H  -2.2559  -0.5258  1.6438  0.23
H  -1.4896  -1.1218  0.2583  0.17
H  -2.3849  0.2393  0.2342  0.11
H  -0.4454  1.4875  0.3717  0.15
H  -0.2216  0.6937  1.9381  0.13
H  1.4876  -0.5373  0.9732  0.12
H  0.5079  -1.4246  0.0121  0.13
H  0.6549  1.2267  -1.2450  0.07
H  2.3582  0.8346  -0.8542  0.16
H  0.6096  -0.6728  -2.4470  0.16

Record 7
Density functional theory data (wB97M-V/def2-TZVPD) for an isolated ion of composition C3H10NO and charge +1 at a distorted geometry.

Strongest force on any atom ... 6.17 eV/Å
Energy ... -6801.949 eV
Relative energy (zero: lowest compared OMol25 entry of this formula, charge and spin) ... 2.3615 eV
Gap between HOMO and LUMO ... 0.4223 Eh
Total charge ... +1

Last column: Löwdin charge in e.
Cartesian coordinates (Å):
C  -0.5096  -1.4203  1.2472  -0.03
C  -0.4137  -0.1875  0.3713  -0.38
O  -1.0669  -0.2340  -1.0173  -0.11
C  0.9375  0.3620  -0.0688  -0.04
N  0.5234  1.5802  -1.1736  0.18
H  -1.4628  -2.0194  0.9850  0.14
H  0.5043  -2.0374  1.3544  0.15
H  -0.7891  -1.1833  2.1704  0.02
H  -1.1497  0.6324  0.8453  0.19
H  -1.0705  -1.2012  -1.0987  0.09
H  1.5936  -0.4330  -0.5816  0.16
H  1.3932  0.7442  0.8463  0.13
H  0.3088  1.1934  -2.1120  0.16
H  -0.2651  1.9770  -0.7042  0.11
H  1.4665  2.2268  -1.0637  0.24

Record 8
Density functional theory data (wB97M-V/def2-TZVPD) for an isolated ion of composition C3H10NO and charge +1 at a distorted geometry.

Strongest force on any atom ... 6.42 eV/Å
Energy ... -6801.034 eV
Relative energy (zero: lowest compared OMol25 entry of this formula, charge and spin) ... 3.2766 eV
Gap between HOMO and LUMO ... 0.4011 Eh
Total charge ... +1

Last column: Löwdin charge in e.
Cartesian coordinates (Å):
C  -1.3128  -1.4899  -0.0221  0.02
N  0.0271  -1.2454  0.5529  -0.06
C  0.7618  -0.3763  -0.2064  -0.05
O  -0.0845  1.0459  0.2157  -0.20
C  0.4920  2.2181  -0.2390  -0.13
H  -1.1139  -1.9142  -0.9965  0.11
H  -1.9981  -1.7600  0.8073  0.13
H  -1.7023  -0.3664  -0.2163  0.16
H  0.0089  -0.6930  1.3857  0.17
H  0.5835  -2.1800  0.7987  0.26
H  0.7688  -0.4481  -1.2634  0.14
H  1.7438  -0.3291  0.3155  0.16
H  -0.1992  3.0108  -0.1304  0.08
H  0.6830  2.1514  -1.3836  0.13
H  1.3419  2.3762  0.3816  0.08

Record 9
Density functional theory data (wB97M-V/def2-TZVPD) for an isolated ion of composition C3H10NO and charge +1 at a distorted geometry.

Strongest force on any atom ... 4.37 eV/Å
Energy ... -6802.338 eV
Relative energy (zero: lowest compared OMol25 entry of this formula, charge and spin) ... 1.9731 eV
Gap between HOMO and LUMO ... 0.3709 Eh
Total charge ... +1

Last column: Löwdin charge in e.
Cartesian coordinates (Å):
N  -1.5376  0.6892  1.3635  0.14
C  -0.5251  -0.6345  1.0421  -0.07
C  -0.3048  -0.6926  -0.4272  -0.21
C  1.1527  -0.4818  -0.8592  -0.22
O  1.3516  0.8920  -1.3062  -0.08
H  -1.1813  1.3004  2.2726  0.23
H  -2.5005  0.3715  1.6505  0.17
H  -1.4664  1.4464  0.6789  0.13
H  0.4275  -0.4221  1.7397  0.17
H  -1.0865  -1.5536  1.3297  0.13
H  -0.5571  -1.6867  -0.8504  0.13
H  -1.0528  0.0220  -1.0294  0.17
H  1.8238  -0.7075  -0.1060  0.09
H  1.3614  -1.0175  -1.8129  0.14
H  2.2449  1.1395  -1.5015  0.08

Record 10
Density functional theory data (wB97M-V/def2-TZVPD) for a 2-piece molecular cluster, C3H10NO2 overall at a distorted geometry.

Strongest force on any atom ... 6.02 eV/Å
Energy ... -8857.409 eV
Relative energy (zero: lowest compared OMol25 entry of this formula, charge and spin) ... 1.3853 eV
Gap between HOMO and LUMO ... 0.2592 Eh
Total charge ... -1

Last column: Löwdin charge in e.
Cartesian coordinates (Å):
C  0.6694  0.7154  1.3739  -0.31
C  -0.2504  -0.4337  0.7122  -0.20
C  -0.1288  -0.4989  -0.8480  -0.49
O  -1.2428  -0.9416  -1.4690  -0.34
N  0.9231  0.5445  2.8257  -0.07
H  0.2937  1.6694  1.1611  0.06
H  1.7720  0.4360  0.8344  0.15
H  0.0412  -1.3747  1.1379  0.07
H  -1.3075  -0.1918  1.0146  0.10
H  0.6452  -1.2278  -1.0482  0.08
H  0.1065  0.5363  -1.1491  0.09
H  1.0131  1.5052  3.1361  0.03
H  -0.0029  0.2116  3.1990  0.06
H  -0.4239  -0.5620  -4.2280  -0.01
H  -1.1716  -0.5203  -2.9061  0.00
O  -0.9363  0.1324  -3.7465  -0.24

Record 11
Density functional theory data (wB97M-V/def2-TZVPD) for a 2-piece molecular cluster, C3H10NO2 overall at a distorted geometry.

Strongest force on any atom ... 4.84 eV/Å
Energy ... -8856.260 eV
Relative energy (zero: lowest compared OMol25 entry of this formula, charge and spin) ... 2.5341 eV
Gap between HOMO and LUMO ... 0.2712 Eh
Total charge ... -1

Last column: Löwdin charge in e.
Cartesian coordinates (Å):
C  -0.4406  0.0287  -0.6288  -0.49
O  -0.0054  -0.3719  -1.8689  -0.32
C  0.3516  0.8566  0.3603  -0.43
C  0.4295  0.5704  1.8362  -0.11
N  1.8358  0.6461  -0.2459  -0.01
H  -0.8670  -0.7405  -0.0479  0.05
H  -1.3329  0.7723  -0.8494  0.11
H  -0.0483  1.8206  0.1995  0.08
H  0.2936  -0.5722  1.9417  0.09
H  1.3782  0.7526  2.2618  0.03
H  -0.5351  1.0558  2.2880  0.10
H  1.7265  -0.4101  -0.2479  0.08
H  1.7926  1.2269  -1.0920  0.04
H  -0.8880  -1.6296  -1.6581  0.00
H  -2.1869  -1.7008  -1.0838  -0.05
O  -1.5039  -2.3047  -1.1649  -0.17

Record 12
Density functional theory data (wB97M-V/def2-TZVPD) for a 2-piece molecular cluster, C3H10NO2 overall at a distorted geometry.

Strongest force on any atom ... 2.45 eV/Å
Energy ... -8857.741 eV
Relative energy (zero: lowest compared OMol25 entry of this formula, charge and spin) ... 1.0533 eV
Gap between HOMO and LUMO ... 0.2782 Eh
Total charge ... -1

Last column: Löwdin charge in e.
Cartesian coordinates (Å):
C  -0.4527  0.4229  -0.8386  -0.42
O  -1.3935  -0.2608  -0.1325  -0.34
C  0.9594  -0.2967  -0.7039  -0.41
C  1.8591  0.2833  0.4287  -0.10
N  0.6713  -1.7783  -0.3943  -0.04
H  -0.0874  1.4150  -0.4678  0.08
H  -0.8048  0.3031  -1.8437  0.07
H  1.4512  -0.3668  -1.7125  0.11
H  1.2873  0.9806  1.0388  0.06
H  2.3425  -0.4869  1.0032  0.04
H  2.7126  0.7717  -0.0817  0.06
H  0.4776  -1.7133  0.6530  0.06
H  -0.2978  -1.8355  -0.6862  0.02
H  -2.6468  0.2377  0.7301  -0.02
H  -2.8523  1.5754  1.6216  -0.03
O  -3.2257  0.7487  1.3859  -0.15

Record 13
Density functional theory data (wB97M-V/def2-TZVPD) for a 2-piece molecular cluster, C3H10NO2 overall at a distorted geometry.

Strongest force on any atom ... 3.96 eV/Å
Energy ... -8854.290 eV
Spin multiplicity ... 2
Relative energy (zero: lowest compared OMol25 entry of this formula, charge and spin) ... 1.5256 eV
Gap between HOMO and LUMO (spin up / spin down) ... 0.4016 / 0.2874 Eh
<S²> ... 0.75

Last column: Löwdin charge in e.
Cartesian coordinates (Å):
C  1.3295  0.5843  0.5475  -0.11
N  0.3774  -0.6007  0.4190  -0.11
C  -0.7525  0.1179  -0.2936  -0.25
C  -1.4776  1.1938  0.5269  -0.31
O  -1.4173  0.8872  1.8791  0.01
H  2.1023  0.3591  1.4240  0.12
H  0.7222  1.4084  0.9131  0.04
H  1.7913  0.8576  -0.4031  0.08
H  -0.0180  -0.6829  1.3570  0.08
H  -1.5790  -0.5764  -0.4285  0.11
H  -0.3617  0.4721  -1.2700  0.13
H  -2.5984  1.2198  0.2433  0.15
H  -0.9516  2.1003  0.1470  0.14
H  0.6707  -1.8380  -1.0467  0.05
H  1.1631  -3.2737  -2.0235  0.09
O  0.9996  -2.2288  -1.9914  -0.22

Record 14
Density functional theory data (wB97M-V/def2-TZVPD) for a 2-piece molecular cluster, C3H10NO2 overall at a distorted geometry.

Strongest force on any atom ... 1.41 eV/Å
Energy ... -8851.341 eV
Relative energy (zero: lowest compared OMol25 entry of this formula, charge and spin) ... 0.9997 eV
Gap between HOMO and LUMO ... 0.4208 Eh
Total charge ... +1

Last column: Löwdin charge in e.
Cartesian coordinates (Å):
O  -1.4304  0.4278  -1.7689  0.09
C  -1.6925  1.0381  -0.7642  -0.20
C  -0.8658  0.8837  0.4611  -0.09
N  0.4309  0.1971  0.1574  -0.02
C  1.4148  0.1467  1.2714  0.02
H  -2.5902  1.6691  -0.7279  0.14
H  -1.4262  0.2215  1.1304  0.16
H  -0.6289  1.8147  0.9758  0.14
H  0.8125  0.7097  -0.6309  0.17
H  0.1973  -0.7670  -0.2829  0.11
H  2.2806  0.7316  0.9748  0.11
H  0.9769  0.5123  2.1936  0.10
H  1.7708  -0.8708  1.4134  0.10
H  0.8090  -2.6959  -1.1499  0.11
H  -0.0773  -1.9046  -2.0898  0.07
O  0.0183  -2.1139  -1.1633  -0.02

Record 15
Density functional theory data (wB97M-V/def2-TZVPD) for a 3-piece molecular cluster, C3H10NO2 overall at a distorted geometry.

Strongest force on any atom ... 4.44 eV/Å
Energy ... -8848.894 eV
Relative energy (zero: lowest compared OMol25 entry of this formula, charge and spin) ... 3.4464 eV
Gap between HOMO and LUMO ... 0.3427 Eh
Total charge ... +1

Last column: Löwdin charge in e.
Cartesian coordinates (Å):
C  -0.3710  0.1804  -2.0658  -0.08
C  0.9900  0.1269  -1.9780  0.12
C  -1.0129  -0.6310  0.2517  0.15
N  -1.0287  0.1487  -0.7819  0.03
H  -0.9416  0.8386  -2.7032  0.11
H  1.7758  0.7249  -2.4220  0.09
H  1.3650  -0.6771  -1.3342  0.06
H  -1.5127  -0.4557  1.2261  0.12
H  -0.1534  -1.2545  0.3621  0.06
H  -1.8977  0.7371  -0.8094  0.19
H  2.6230  -1.1255  0.8890  0.09
H  1.5606  -1.7461  1.8138  0.09
O  1.6432  -1.1649  1.0188  -0.09
H  -0.6822  2.2175  2.3680  0.06
H  -0.1784  0.8614  2.9475  0.07
O  -0.6924  1.2625  2.2171  -0.07